ORCA calculation (wB97M-V/def2-TZVPD) on the molecule C7H14N2O3.

LUMO energy: 0.7016 eV
SMILES: O=[N+]([O-])OCCC1CCNCC1

Geometry as ORCA input:
```
! wB97M-V def2-TZVPD RIJCOSX def2/J DEFGRID3
* xyz 0 1
O 0.72 0.06 3.82
N 0.54 0.93 2.98
O 1.25 1.77 2.56
O -0.61 0.76 2.42
C -0.78 1.70 1.29
C -0.04 1.30 -0.01
C -0.84 0.13 -0.79
C -1.02 -1.08 0.05
C 0.41 -1.70 0.21
N 0.95 -1.82 -1.07
C 1.08 -0.59 -1.87
C -0.40 -0.15 -2.16
H -0.26 2.70 1.39
H -1.95 2.01 1.19
H 0.97 0.97 0.27
H -0.08 2.12 -0.63
H -1.89 0.56 -1.05
H -1.82 -1.67 -0.48
H -1.57 -0.94 1.05
H 0.68 -2.64 0.87
H 0.89 -0.92 0.85
H 1.81 -2.43 -1.08
H 1.64 -0.85 -2.85
H 1.72 0.14 -1.46
H -0.45 0.71 -2.85
H -0.95 -1.08 -2.66
*
```

Atom charges from the Mulliken analysis, given in e for atoms 1 to 4: atom 1 (O): -0.629, atom 2 (N): 1.073, atom 3 (O): -0.556, atom 4 (O): -0.228

***

ORCA calculation (wB97M-V/def2-TZVPD) on C7H14N2O3 as an isolated structure.

LUMO energy: -0.5046 eV

Geometry as ORCA input:
```
! wB97M-V def2-TZVPD RIJCOSX def2/J DEFGRID3
* xyz 0 1
C -2.53 -2.17 -1.13
C -1.74 -2.38 0.21
C -0.15 -2.78 -0.07
C 0.80 -1.47 0.46
C 1.05 0.92 -0.13
C 0.45 2.51 1.32
C -0.75 2.79 2.31
H -3.75 -2.23 -0.64
H -2.31 -1.12 -1.70
H -2.72 -3.24 -2.08
H -2.28 -3.35 0.98
H -1.58 -1.53 0.94
H 0.10 -3.37 -1.01
H 0.20 -3.70 0.56
H 1.77 -1.92 0.64
H 0.65 -1.30 1.60
H 1.09 1.61 -0.85
H 2.04 0.71 0.39
H -1.77 1.80 2.17
H -1.19 4.28 2.01
H 0.29 2.39 3.55
N 0.63 -0.34 -0.63
N 0.81 -1.01 -1.80
O 0.04 1.38 0.78
O 1.38 3.13 0.97
O 0.65 -0.02 -2.68
*
```

Atom charges from the Mulliken analysis, given in e for atoms 1 to 4: atom 1 (C): -0.840, atom 2 (C): -0.282, atom 3 (C): -0.680, atom 4 (C): -0.885

***

ORCA calculation (wB97M-V/def2-TZVPD) on the molecule C7H14N2O4.

LUMO energy: 0.6388 eV
SMILES: C[C@H](N)C(=O)N[C@H](C(=O)O)[C@@H](C)O

Geometry as ORCA input:
```
! wB97M-V def2-TZVPD RIJCOSX def2/J DEFGRID3
* xyz 0 1
C 3.33 0.96 0.37
C 2.70 -0.46 0.32
N 2.98 -1.40 -0.75
C 1.17 -0.03 0.34
O 0.63 0.59 1.23
N 0.50 -0.61 -0.71
C -0.97 -0.37 -0.79
C -0.99 1.15 -0.47
O -0.28 1.99 -0.90
O -2.13 1.43 0.25
C -1.90 -1.19 -0.01
C -1.82 -1.07 1.54
O -3.26 -0.91 -0.58
H 4.43 0.94 0.51
H 2.94 1.17 1.36
H 2.75 1.51 -0.32
H 2.88 -0.86 1.28
H 3.55 -2.14 -0.51
H 3.15 -1.10 -1.73
H 1.03 -0.84 -1.49
H -1.16 -0.57 -1.83
H -2.38 2.45 0.21
H -1.64 -2.26 -0.24
H -2.61 -1.62 1.98
H -1.91 0.03 1.80
H -0.85 -1.36 1.72
H -3.38 0.00 -0.36
*
```

Atom charges from the Mulliken analysis, given in e for atoms 1 to 4: atom 1 (C): -1.181, atom 2 (C): 0.180, atom 3 (N): -0.601, atom 4 (C): 0.154

***

ORCA calculation (wB97M-V/def2-TZVPD) on the molecule C7H14N2O5S.

LUMO energy: 0.5384 eV
SMILES: CC(=O)N(C)[C@@H](C)C(=O)N(O)S(C)(=O)=O

Geometry as ORCA input:
```
! wB97M-V def2-TZVPD RIJCOSX def2/J DEFGRID3
* xyz 0 1
C -0.40 -2.30 -0.92
C -0.49 -0.93 -0.19
O -1.54 -0.33 0.10
N 0.70 -0.48 0.28
C 1.95 -1.04 0.00
C 0.53 0.71 1.09
C 1.75 1.68 1.02
C -0.59 1.69 0.64
O -1.34 2.31 1.45
N -0.64 1.94 -0.67
O -0.02 1.18 -1.64
S -2.01 2.89 -1.31
C -3.46 2.13 -0.83
O -1.80 4.19 -0.79
O -1.82 2.67 -2.77
H -0.01 -2.99 -0.17
H -1.40 -2.67 -1.19
H 0.18 -2.09 -1.87
H 2.29 -0.71 -1.04
H 2.64 -0.69 0.84
H 1.99 -2.16 0.05
H 0.39 0.37 2.13
H 1.98 1.60 0.06
H 1.32 2.57 1.31
H 2.57 1.53 1.72
H -0.54 1.33 -2.51
H -3.35 1.28 -0.10
H -3.94 3.05 -0.42
H -3.99 1.82 -1.76
*
```

Atom charges from the Mulliken analysis, given in e for atoms 1 to 4: atom 1 (C): -1.378, atom 2 (C): 0.817, atom 3 (O): -0.640, atom 4 (N): 0.203

***

ORCA calculation (wB97M-V/def2-TZVPD) on an isolated ion of composition C7H14N3 and charge +1.

LUMO energy (spin up / spin down): -4.6959 / -4.6955 eV

Geometry as ORCA input:
```
! wB97M-V def2-TZVPD RIJCOSX def2/J DEFGRID3
* xyz 1 1
C 0.77 -1.65 -0.17
C 1.85 -0.72 -0.45
C -1.24 -0.50 -0.74
C -1.28 -2.71 0.14
C 3.27 1.04 -0.28
C -0.95 1.15 1.13
C -2.17 1.63 -0.93
N -0.51 -1.54 -0.14
N 1.98 0.42 0.10
N -1.34 0.66 -0.25
H 1.10 -2.76 -0.23
H 2.56 -1.08 -1.24
H -1.07 -3.16 1.11
H -2.32 -2.57 -0.09
H -0.94 -3.56 -0.61
H 3.66 1.55 0.61
H 3.86 0.35 -0.72
H 2.87 1.78 -1.00
H 0.09 0.83 1.48
H -1.32 2.17 1.18
H -1.74 0.66 1.68
H -3.11 1.82 -0.43
H -1.53 2.48 -1.23
H -2.72 1.26 -1.90
*
```

Atom charges from the Mulliken analysis, given in e for atoms 1 to 4: atom 1 (C): 0.022, atom 2 (C): -0.201, atom 3 (C): -0.489, atom 4 (C): -0.950

***

ORCA calculation (wB97M-V/def2-TZVPD) on an isolated ion of composition C7H14N3 and charge +1.

Expectation value of S²: 2.01
LUMO energy (spin up / spin down): -2.8813 / -5.0803 eV

Geometry as ORCA input:
```
! wB97M-V def2-TZVPD RIJCOSX def2/J DEFGRID3
* xyz 1 3
C -1.27 1.38 -0.70
C -0.17 1.03 -0.06
C -2.57 0.65 -0.32
C 0.94 -1.71 -0.17
C -0.64 -1.73 -0.34
C 1.67 -0.45 -0.65
C 1.72 1.31 1.25
N -2.27 -0.27 0.81
N -1.05 -0.85 0.77
N 1.20 0.96 -0.07
H -1.29 2.21 -1.44
H -3.25 1.40 -0.07
H -2.85 0.21 -1.21
H 1.11 -1.89 0.92
H 1.35 -2.56 -0.74
H -0.75 -1.46 -1.38
H -0.95 -2.72 -0.22
H 2.82 -0.48 -0.31
H 1.60 -0.40 -1.80
H 1.19 0.80 2.03
H 2.69 0.77 1.33
H 1.81 2.35 1.46
H -2.67 -0.16 1.69
H 1.62 1.61 -0.77
*
```

Atom charges from the Mulliken analysis, given in e for atoms 1 to 4: atom 1 (C): -0.482, atom 2 (C): -0.062, atom 3 (C): -0.698, atom 4 (C): -0.574

***

ORCA calculation (wB97M-V/def2-TZVPD) on an isolated ion of composition C7H14N3O and charge +1.

LUMO energy: -4.4352 eV

Geometry as ORCA input:
```
! wB97M-V def2-TZVPD RIJCOSX def2/J DEFGRID3
* xyz 1 1
C 0.00 -0.51 0.58
C -2.18 0.48 0.85
C -1.22 0.68 -1.37
C -1.09 0.08 -2.69
C -0.30 1.84 -1.11
C 1.51 -1.05 2.46
C 2.31 -1.23 0.14
N -2.20 0.38 -0.51
N -0.95 0.06 1.38
N 1.17 -0.94 1.06
O -3.10 0.95 1.39
H -0.06 0.29 -2.89
H -1.65 0.63 -3.40
H -1.27 -1.06 -2.74
H -0.12 1.94 0.01
H -0.58 2.74 -1.56
H 0.78 1.56 -1.21
H 1.71 -0.01 2.75
H 0.82 -1.70 3.05
H 2.47 -1.52 2.58
H 2.47 -2.31 0.11
H 2.16 -0.78 -0.88
H 3.18 -0.70 0.56
H -2.88 -0.17 -0.98
H -0.98 0.37 2.42
*
```

Atom charges from the Mulliken analysis, given in e for atoms 1 to 4: atom 1 (C): -0.179, atom 2 (C): 0.233, atom 3 (C): 0.861, atom 4 (C): -1.416

***

ORCA calculation (wB97M-V/def2-TZVPD) on a 2-piece molecular cluster, C7H14N3O2 overall.

LUMO energy: -3.4125 eV

Geometry as ORCA input:
```
! wB97M-V def2-TZVPD RIJCOSX def2/J DEFGRID3
* xyz 1 1
C -1.90 -0.51 0.23
C -4.26 0.36 -0.29
C -3.39 1.49 0.23
C 2.79 0.47 1.22
C -2.67 0.44 -0.57
C 0.08 -1.86 -0.07
C 4.00 0.68 -0.78
N 2.85 0.32 -0.04
N -0.76 -0.99 -0.44
N 0.00 -2.60 1.06
O -2.19 -0.95 1.32
O 1.93 -0.43 -0.68
H -4.74 -0.29 0.44
H -4.83 0.58 -1.22
H -3.72 2.42 -0.27
H -3.51 1.45 1.32
H 1.93 0.19 1.68
H 3.52 1.08 1.70
H -2.46 0.73 -1.58
H 0.84 -2.14 -0.72
H 4.64 1.50 -0.23
H 4.79 0.02 -0.95
H 3.72 0.90 -1.91
H -0.56 -0.47 -1.21
H 0.54 -3.39 1.43
H -0.80 -2.33 1.71
*
```

Atom charges from the Mulliken analysis, given in e for atoms 1 to 4: atom 1 (C): 0.633, atom 2 (C): -0.522, atom 3 (C): -0.577, atom 4 (C): -0.361

***

| no. | strongest force on any atom (Eh/bohr) |
| --- | --- |
| 1 | 0.098 |
| 2 | 0.188 |
| 3 | 0.089 |
| 4 | 0.097 |
| 5 | 0.102 |
| 6 | 0.088 |
| 7 | 0.099 |
| 8 | 0.116 |